[1]
Molecular formula: C21H51NO5
Method: DFT, ωB97M-V/def2-TZVPD

```
78
C21H51NO5 | the OMol25 dataset | ωB97M-V/def2-TZVPD
O -5.0578 -10.8891 -4.6566
O -4.8402 -17.6054 1.5839
O -1.8250 -6.5963 -1.0955
O -3.1307 -11.8807 -6.3707
O -7.6720 -10.1061 2.2299
N -4.9427 -16.2055 1.6613
C -3.8477 -15.6469 2.4582
C -5.2872 -15.6359 0.3442
C -5.8646 -8.8184 1.3474
C -4.0233 -16.1369 3.9073
C -3.2520 -11.7168 -7.7932
C -2.8381 -6.8094 -0.0674
C -2.7002 -10.3715 -8.2419
C -6.4289 -10.2249 1.4804
C -2.4241 -16.0409 2.0276
C -4.5425 -9.4815 -2.8082
C -4.0965 -6.2196 -0.6686
C -4.9191 -10.9145 -3.2121
C -2.4285 -6.0559 1.1934
C -6.8263 -10.8654 0.1409
C -4.1460 -13.4907 1.1915
C -3.8441 -11.9562 -2.8642
C -6.6565 -16.1377 -0.0908
C -5.3772 -14.1125 0.5375
C -3.9398 -14.1067 2.5660
C -4.1789 -15.9024 -0.7206
C -2.6549 -12.9355 -8.4624
H -5.7932 -10.8242 2.1383
H -6.8931 -15.8788 -1.1261
H -7.9850 -9.2014 2.1567
H -5.8836 -11.2451 -2.8219
H -6.5169 -8.1939 0.7267
H -5.5659 -17.9327 2.1266
H -2.2150 -17.0977 2.1715
H -3.6016 -9.3305 -3.3405
H -2.3608 -4.9796 1.0419
H -7.0440 -11.9090 0.3434
H -5.9678 -11.1179 -4.8585
H -1.4719 -6.3614 1.6196
H -4.4103 -12.4307 1.2968
H -4.9680 -6.2583 -0.0164
H -2.9247 -7.8952 0.0190
H -7.4256 -15.6066 0.4722
H -6.1982 -13.8582 1.2098
H -3.0311 -13.6807 3.0031
H -1.7254 -10.1635 -7.7997
H -4.3342 -11.7464 -7.9791
H -4.4108 -9.3891 -1.7309
H -5.7970 -8.3206 2.3167
H -7.6813 -10.2854 -0.1935
H -5.5136 -13.6542 -0.4447
H -1.1194 -7.2229 -0.9017
H -4.3222 -6.8173 -1.5560
H -2.3047 -15.7996 0.9669
H -3.7828 -17.1937 4.0289
H -1.6772 -15.4076 2.5058
H -3.4426 -15.5583 4.6271
H -6.6824 -17.2236 -0.0177
H -3.8920 -5.2088 -1.0184
H -3.6854 -16.8710 -0.6442
H -1.5617 -12.9368 -8.3956
H -2.6211 -10.3479 -9.3313
H -4.6713 -13.7824 3.3136
H -4.7065 -16.0082 -1.6750
H -5.2662 -8.7692 -3.1954
H -3.9517 -12.8611 -3.4532
H -3.1849 -13.4642 0.6740
H -2.9117 -13.9101 -8.0488
H -2.8573 -11.5054 -2.9741
H -2.9709 -12.9190 -9.5085
H -3.9255 -12.2036 -1.8004
H -3.3476 -9.5460 -7.9429
H -4.8635 -8.8015 0.9090
H -3.4825 -15.0716 -0.7481
H -3.8158 -11.3358 -5.9326
H -5.9830 -10.7842 -0.5507
H -3.2230 -6.2423 1.9246
H -5.0623 -15.9640 4.2073
```

Its HOMO energy is -8.436 eV. The calculation puts the LUMO energy at 0.47 eV. The calculation puts the orbital gap at 0.3274 Ha. The calculation puts the energy relative to the best compared isomer or geometry (same formula, charge and spin) at 88.6 kJ/mol. The calculation puts the total energy at -1261.5956 Eh. The SMILES is CC1(C)CCCC(C)(C)N1O.CC(C)O.CC(C)O.CC(C)O.CC(C)O.

[2]
Molecular formula: C21H52BFO15P3Tl
Method: DFT, ωB97M-V/def2-TZVPD

```
94
C21H52BFO15P3Tl | the OMol25 dataset | ωB97M-V/def2-TZVPD
Tl 1.3625 2.6583 0.7033
P 2.6165 0.0487 3.6521
P -0.4965 2.3463 -3.3589
P -2.8546 1.3837 0.8421
F 0.9844 -5.3566 0.4853
O 2.5019 -3.7990 -1.8215
O 1.3962 -1.0306 3.5173
O 2.7144 1.2404 2.7492
O 2.6816 -3.8050 0.2413
O 2.6897 0.3916 5.1841
O 4.4454 -3.0768 -0.9501
O -4.0718 2.3266 0.2888
O -1.4730 1.8738 0.6469
O -3.2220 1.1604 2.4133
O 3.9416 -0.9811 3.5600
O -2.0505 1.8303 -3.3224
O -3.2511 -0.0562 0.1895
O 0.0591 2.4884 -1.9746
O 0.1276 1.2476 -4.3807
O -0.6409 3.7109 -4.1981
C -4.6599 4.1614 -1.3223
C 3.7319 1.1799 5.6892
C 1.4663 -0.7675 -4.1202
C 4.2051 -1.6923 2.3865
C 4.7823 0.4067 6.4070
C 0.0776 -0.1538 -3.9755
C 0.2487 4.2547 -6.2485
C -2.8216 -0.0005 3.1214
C 1.3398 -2.1280 4.4083
C -2.7109 1.6707 -4.5451
C 5.3914 -2.7352 2.6820
C 1.3448 -4.0958 0.0884
C 1.2471 -4.0135 -1.3552
C -4.1854 -0.7479 3.5572
C 3.3056 -3.5835 -0.8492
C -2.9979 -1.9984 -1.0721
C -4.3202 1.6544 -4.2859
C 0.6333 4.2599 -4.7798
C -3.9396 2.8293 -1.0793
C -0.1551 -2.1973 4.6689
C -2.3181 -0.8116 -0.4592
B 1.2220 -0.3645 -0.2189
H -0.7245 -0.7918 -4.3467
H -5.0633 4.2263 -2.3328
H -2.2234 -0.6628 2.4956
H -4.7637 1.4951 -5.2688
H -4.5781 -0.1958 4.4111
H -4.3902 2.1112 -1.7644
H 0.5114 -3.2391 -1.5722
H -1.8821 -0.3617 -1.3511
H -3.8982 4.9395 -1.3728
H 4.0571 1.9044 4.9426
H -4.4724 0.8816 -3.5324
H 0.5488 5.1950 -6.7108
H 1.7553 -3.0138 3.9278
H 0.6057 3.4085 -6.8356
H 1.7786 -0.6338 0.6654
H 1.8214 0.1611 -0.9460
H 0.3493 0.2113 0.0477
H -4.6808 2.6377 -3.9839
H 5.7401 -3.3897 1.8832
H 3.1298 1.7873 6.3649
H 0.9130 5.2706 -4.4823
H 5.2353 0.9758 7.2189
H -0.6939 -2.7909 3.9303
H -0.8180 4.2618 -6.4727
H 5.4781 0.0123 5.6664
H 0.8392 -4.9813 -1.6466
H -1.4392 -0.9542 0.1695
H -5.3761 4.2631 -0.5069
H -3.0950 -2.8797 -0.4382
H 0.8964 -1.2957 -0.6562
H -3.8545 -1.7154 3.9348
H 6.1744 -2.1658 3.1828
H 3.3582 -2.3687 2.2708
H 4.2652 -1.2118 1.4100
H -3.9352 -1.6847 -1.5315
H 1.8223 -0.8680 -5.1456
H 1.5034 3.6390 -4.5666
H 4.2883 -0.4492 6.8669
H -2.3725 0.7125 -4.9393
H -2.2606 0.3762 3.9767
H -0.3518 -2.6553 5.6382
H 0.6756 -3.4897 0.6991
H -2.5428 2.5650 -5.1451
H -0.7318 -1.3009 4.4407
H -2.9082 2.9371 -1.4148
H 2.1722 -0.1889 -3.5244
H 5.1062 -3.4173 3.4829
H 1.4723 -1.7369 -3.6220
H 1.9372 -1.8518 5.2772
H -0.3097 -0.1671 -2.9567
H -2.3765 -2.3395 -1.9002
H -5.0402 -0.9003 2.8983
```

Its HOMO energy is -15.457 eV. The calculation puts the LUMO energy at -12.79 eV. The calculation puts the orbital gap at 0.0980 Ha. The calculation puts the energy relative to the best compared isomer or geometry (same formula, charge and spin) at 589.4 kJ/mol. The calculation puts the total energy at -3280.5014 Eh. Its total charge is +2.

[3]
Molecular formula: C21H52BrCuNO13P3
Method: DFT, ωB97M-V/def2-TZVPD

```
92
C21H52BrCuNO13P3 | the OMol25 dataset | ωB97M-V/def2-TZVPD
Br 1.1575 -4.4241 -0.9836
Cu 0.3888 -1.6975 -0.8461
P -0.4725 1.2922 -2.9470
P 3.4873 0.5327 -0.5641
P -0.4104 -1.3308 2.6142
O 3.0633 1.7178 0.4261
O 0.3845 -1.2829 3.9849
O 0.4337 -1.6205 1.4374
O -1.1277 0.1121 2.5779
O 0.3714 1.5993 -4.2799
O 4.3306 -0.4280 0.3761
O 0.0366 2.5007 -1.9847
O -1.6789 -2.2940 2.8777
O 4.7319 1.1220 -1.4687
O 2.4274 -0.2124 -1.3079
O -0.4150 -0.1001 -2.4839
O -2.2261 -2.2591 -0.6422
O -1.9315 1.8667 -3.3537
N -4.3177 -3.3388 -0.4324
C 1.4372 0.8351 -4.6504
C 4.9510 -2.4605 1.5458
C -1.4753 -3.7212 2.9424
C 1.1621 0.2200 -6.0065
C 1.6037 2.8798 1.9537
C 0.2963 0.8048 5.4328
C 5.4516 3.3461 -1.4478
C -3.6470 0.4758 -2.3530
C -3.0214 -3.2075 -0.8708
C 4.6384 2.2977 -2.2201
C 0.0810 3.8361 -2.4853
C -1.9417 0.4769 1.4394
C -1.2527 -4.0143 4.4705
C 3.8850 -1.7018 0.7559
C -4.9798 -4.6415 -0.4732
C -1.8095 1.9585 1.2121
C -3.0152 1.0191 -3.6450
C -0.2258 -0.6247 5.0720
C 2.0392 1.4965 1.3977
C -5.0633 -2.3054 0.3166
C -0.4896 4.8520 -1.5050
H 3.7203 -2.3420 -0.1108
H -0.0010 1.5113 4.6579
H 5.0166 2.1051 -3.2241
H 1.1310 4.1021 -2.6075
H -0.2475 -3.6662 4.7081
H -2.7517 -4.0505 -1.5257
H 4.6065 -3.4815 1.7103
H -1.3145 -0.5713 5.0673
H 2.3484 0.7973 2.1745
H 0.7361 0.8693 -6.7714
H -6.0682 -2.5612 0.6526
H -5.0189 -5.0693 0.5285
H -2.5590 2.2297 0.4686
H 5.8660 -2.4774 0.9538
H -5.9594 -4.7078 -0.9464
H 1.2111 0.9882 0.9037
H 1.3660 0.8126 5.6423
H 2.2090 1.5966 -4.7625
H 6.5054 3.0942 -1.3288
H -2.0671 2.5959 2.0579
H -1.4695 -5.0492 4.7349
H -4.6714 0.8451 -2.3040
H -2.9972 0.2185 1.5246
H 1.7726 0.1230 -3.8964
H -4.3253 -5.3219 -1.0180
H -0.6392 -4.0933 2.3502
H -0.4812 5.8731 -1.8864
H 0.0408 4.7494 -0.5584
H 2.0713 -0.1204 -6.5022
H 0.6896 2.6492 2.5009
H 2.9864 -1.5557 1.3552
H -5.0477 -1.3458 -0.2002
H -3.7216 -0.6108 -2.3094
H -0.7991 2.2696 0.9466
H -0.4566 3.9556 -3.4260
H -1.5369 4.6498 -1.2802
H -3.1720 0.7841 -1.4217
H -1.7302 -0.0059 0.4853
H -3.7454 1.5031 -4.2936
H 5.0459 3.4338 -0.4400
H -0.0978 1.1851 6.3752
H 1.4031 3.6311 1.1899
H -2.6491 0.1166 -4.1345
H 0.5367 -0.6722 -5.9745
H -1.9424 -3.4327 5.0823
H -2.4153 -4.2000 2.6682
H 5.3411 4.3450 -1.8698
H 2.2794 3.3726 2.6527
H -4.5779 -2.0974 1.2701
H 0.0143 -1.0910 6.0275
H 3.5928 2.5891 -2.3202
H 5.1153 -2.0486 2.5416
```

Its HOMO energy is -6.944 eV. The calculation puts the LUMO energy at 0.47 eV. The calculation puts the orbital gap at 0.2723 Ha. The calculation puts the energy relative to the best compared isomer or geometry (same formula, charge and spin) at 0.0 kJ/mol. The calculation puts the total energy at -7103.0864 Eh.

Question: The highest energy relative to the best compared isomer or geometry (same formula, charge and spin) belongs to which entry?
Answer: C21H52BFO15P3Tl

Question: Number 2 is which compound?
Answer: C21H52BFO15P3Tl

Question: The lowest energy relative to the best compared isomer or geometry (same formula, charge and spin) belongs to which entry?
Answer: C21H52BrCuNO13P3

Question: Look up the energy relative to the best compared isomer or geometry (same formula, charge and spin) of the third one.
Answer: 0.0 kJ/mol